# C32H38IrN5

C32H38IrN5 as an isolated structure in a non-equilibrium geometry (ωB97M-V/def2-TZVPD, OMol25).

```
76
C32H38IrN5, DFT ωB97M-V/def2-TZVPD
Ir -0.7554 -0.2740 0.4313
C 1.1292 3.0432 2.1787
C 0.7394 1.9493 3.1792
C 1.9514 1.4561 3.9674
C -0.0287 0.8138 2.5658
C -1.4330 0.9513 2.3160
C -2.2533 -0.2023 2.1543
C -1.7293 -1.5414 2.1302
C -2.6155 -2.7396 2.0554
C -0.3231 -1.6476 2.1986
C 0.5255 -0.4720 2.3146
H 1.6413 3.8372 2.7197
H 0.2672 3.4821 1.6723
H 1.8169 2.6393 1.4395
H 0.0178 2.3959 3.8742
H 2.7643 1.1473 3.3064
H 1.7083 0.6352 4.6434
H 2.3298 2.2761 4.5756
H -1.8994 1.9300 2.3427
H -3.3240 -0.0695 2.0296
H -3.4216 -2.6089 1.3325
H -3.0740 -2.8921 3.0350
H -2.0437 -3.6300 1.7996
H 0.1412 -2.6187 2.0740
H 1.5929 -0.6191 2.3913
C 2.9622 -1.6756 0.2861
C 2.0228 -2.8520 0.2126
C 2.4017 -4.0772 0.7488
C 1.5798 -5.1893 0.6251
C 0.3856 -5.1015 -0.0680
C -0.0424 -3.8969 -0.6293
C -1.2879 -3.8816 -1.4702
C 0.7825 -2.7925 -0.4426
N 0.3426 -1.4633 -0.8469
C 0.6560 -0.9520 -1.9793
C 1.3794 -1.6648 -3.0578
C 0.3278 0.5043 -2.1194
C 0.5689 1.1622 -3.4267
N -0.1183 1.0749 -1.0390
C -0.1049 2.5203 -0.9683
C 1.1475 3.1504 -1.0295
C 2.4730 2.4425 -1.1540
C 1.1753 4.5400 -0.9337
C 0.0124 5.2714 -0.7786
C -1.2119 4.6193 -0.7371
C -1.2974 3.2363 -0.8420
C -2.6622 2.6007 -0.9082
H 3.6071 -1.7443 1.1612
H 2.4559 -0.7084 0.3017
H 3.6227 -1.6688 -0.5852
H 3.3538 -4.1611 1.2569
H 1.8830 -6.1335 1.0572
H -0.2286 -5.9843 -0.1957
H -2.0562 -4.5285 -1.0489
H -1.0629 -4.2693 -2.4667
H -1.7037 -2.8865 -1.6019
H 1.6527 -2.6743 -2.7654
H 2.2772 -1.1056 -3.3311
H 0.7531 -1.7077 -3.9533
H 0.0821 0.5675 -4.2043
H 1.6338 1.1736 -3.6684
H 0.1930 2.1800 -3.4512
H 2.4440 1.3813 -0.8976
H 3.2044 2.9135 -0.4970
H 2.8712 2.5343 -2.1664
H 2.1310 5.0477 -0.9735
H 0.0534 6.3498 -0.7052
H -2.1243 5.1962 -0.6571
H -3.4239 3.3732 -0.9782
H -2.8974 1.9972 -0.0239
H -2.7564 1.9675 -1.7926
N -6.1559 0.4283 -2.9097
C -5.2150 -0.1964 -2.5722
N -4.2265 -0.9482 -2.2646
C -3.2586 -0.6515 -1.4564
N -2.3258 -0.5590 -0.7801
```

## Properties
Spin multiplicity: 2
Energy relative to the best compared isomer or geometry (same formula, charge and spin), kcal/mol: 0.0
Charge: +3
Expectation value of S²: 0.78